Below is a 14-piece molecular cluster, C80H213N26O13P7 overall, with properties calculated with ωB97M-V with the def2-TZVPD basis set.

The geometry in XYZ format:
```
339
Properties=species:S:1:pos:R:3:mulliken_charge:R:1
P 0.14597 -18.44832 27.93294 -0.300
P -0.76089 -5.47061 31.35886 0.192
P -7.70721 -13.93684 30.15604 -0.767
P -3.04411 -17.20053 34.01420 0.250
P -1.14306 -8.22041 23.77964 0.669
P 3.22466 -13.94951 22.51394 0.266
P -3.65496 -11.34364 37.07180 0.396
O -1.66854 -13.09966 24.04251 -0.446
O -6.68853 -12.94076 29.71930 0.397
O -5.04317 -11.25835 37.47554 -1.097
O -3.12552 -8.91132 28.50491 0.287
O -4.95907 -8.73670 29.83929 -0.141
O -0.53067 -19.08107 29.12298 -1.016
O 0.04372 -4.35604 31.85362 -0.865
O -0.69170 -8.04855 22.38838 -0.901
O -2.51552 -15.87101 33.98859 -0.422
O 3.37962 -14.57676 21.17295 -0.860
O -3.47973 -14.34449 24.08754 -0.420
O -2.81002 -13.35980 25.94486 1.493
O -5.10812 -9.87089 28.01950 -0.436
N -9.21058 -13.75026 29.56922 0.275
N -1.72949 -12.70951 29.69552 1.418
N -8.11424 -8.30275 34.79419 0.360
N -2.23104 -18.27324 33.09964 0.412
N -7.32669 -15.44986 29.52039 1.382
N -3.03637 -10.02884 36.27917 0.570
N 1.39448 -17.60425 28.49238 1.076
N -3.19214 -12.53212 36.07632 1.700
N 0.75571 -19.46748 26.74055 0.703
N -6.80721 -15.86287 38.02325 0.781
N -4.66917 -17.17621 33.46970 0.822
N -2.81934 -11.70569 38.53047 0.071
N -1.89489 -6.79763 24.37268 0.355
N -2.02377 -4.78262 30.52174 0.274
N -1.41331 -6.49391 32.41820 0.737
N 4.27479 -11.48819 28.37962 0.344
N -2.13830 -9.60021 24.03453 0.553
N 1.93301 -14.05151 34.66365 0.474
N 4.43988 -14.32844 23.57802 0.414
N 3.21242 -12.26277 22.48180 0.646
N -3.28520 -17.91636 35.47770 0.526
N -1.00848 -17.58115 27.13723 0.865
N 0.06719 -6.43738 30.26538 0.304
N 1.73411 -14.37208 23.21380 0.344
N -0.00086 -8.52749 24.97823 0.783
N -7.97717 -14.02910 31.82448 1.008
C 1.17536 -15.72168 22.73599 -1.043
C -6.12193 -9.38235 33.71859 1.918
C 2.00706 -20.15995 26.97358 -1.048
C -0.84920 -18.10439 32.54504 -1.076
C 3.58451 -11.60656 29.62664 -1.138
C 3.55750 -10.99992 27.27019 0.687
C -7.94596 -16.66343 37.45947 -0.458
C 4.69452 -13.85828 24.98156 -0.072
C -2.95415 -13.89798 36.53144 0.110
C -7.48933 -12.87035 32.60256 -0.530
C -7.89329 -18.21186 37.65775 -1.160
C -3.44151 -12.33602 39.63207 -0.943
C -2.53467 -6.81203 25.70458 -0.091
C -4.20813 -17.39687 36.47126 -1.478
C -6.80114 -14.47519 37.53734 1.035
C 1.45439 -13.67053 37.04074 -1.054
C -8.24276 -16.58429 29.34182 -1.550
C 0.69916 -14.55574 34.05565 -0.841
C -5.17471 -16.03712 32.71764 0.143
C -2.84361 -10.09853 22.95215 -1.110
C -0.34271 -7.08901 29.03261 -0.217
C -2.60802 -13.52399 24.60565 -0.106
C 4.37956 -10.26545 26.18254 -1.431
C -3.72637 -8.78794 36.53901 -0.936
C -1.37986 -11.70288 38.47256 -0.902
C -2.50139 -10.04527 25.35858 0.349
C 6.17361 -12.94370 29.04539 -1.923
C -1.80491 -6.05026 33.74878 -0.803
C -1.54695 -7.89256 32.15379 -0.257
C -6.22309 -9.39282 29.88743 1.630
C -2.37865 -5.88589 23.25147 -1.120
C -5.60123 -15.26543 40.12930 -1.190
C -7.23630 -8.42254 30.44490 -1.539
C -1.37635 -15.21615 29.92660 0.104
C 1.52320 -14.07627 24.62077 0.521
C 0.57873 -9.86622 24.91450 -0.798
C 4.54559 -11.63483 22.16197 -1.370
C -5.64005 -18.24988 33.68485 -1.426
C -10.27150 -12.97397 30.29487 -0.833
C -2.77953 -19.62525 33.06088 -0.881
C 2.46087 -16.91016 27.73142 -0.814
C -2.95871 -12.68819 30.51766 1.528
C -3.88478 -12.58801 34.82088 0.549
C -1.75403 -11.62324 28.70499 0.974
C -0.53612 -11.50094 27.86904 -0.230
C 1.58209 -17.48320 29.95479 -0.442
C 5.25600 -15.47889 23.19302 -1.225
C 0.91593 -7.37661 25.35603 -0.796
C -6.78451 -16.02746 39.53335 -0.556
C -7.92390 -13.62397 38.05438 -1.805
C -9.84576 -9.61978 33.73323 -0.369
C -2.11802 -18.60518 36.10032 -1.174
C 2.63425 -12.91847 29.54549 0.725
C -1.86379 -9.99839 35.44037 0.381
C -6.46268 -9.88574 28.47125 -0.175
C 1.70980 -13.04878 35.73101 -0.094
C -7.85665 -7.15078 35.61482 -0.634
C 1.37602 -6.85787 30.88511 -1.133
C -6.62255 -6.41564 35.10573 -0.672
C -9.42016 -13.78759 28.11906 -0.962
C -2.40403 -17.56828 27.54800 -1.008
C -4.28564 -9.11963 28.74866 -0.346
C -0.11467 -20.10998 25.79774 -0.869
C -0.80096 -16.59968 26.04053 -0.369
C -4.19219 -13.81963 26.30268 1.880
C -0.12029 -13.54659 33.25928 1.869
C -1.76242 -3.73351 29.53507 -1.019
C -5.08627 -12.67757 26.30642 -0.339
C -5.99696 -15.68035 28.93380 -0.190
C -3.05102 -11.49044 31.40603 0.296
C 2.11469 -11.59828 21.65523 -1.211
C -1.58250 -13.96413 29.05096 1.798
C 3.55297 -14.67155 32.76139 -0.335
C -3.32963 -5.41578 30.21885 -0.563
C -9.50777 -8.80962 34.87924 -0.407
C -8.75109 -15.04535 32.62028 -0.738
C 2.88430 -13.61127 33.67290 -0.502
C 5.12949 -12.57474 27.99977 0.895
C -4.35628 -14.83264 25.21394 -0.550
C -7.07833 -9.33358 34.95561 -1.139
H -8.20500 -8.80824 30.72410 0.170
H 5.63746 -14.23835 25.25494 0.576
H -2.56706 -11.71136 27.96931 -0.675
H -1.07002 -14.03967 32.92593 -0.653
H -8.22610 -12.58711 33.41594 0.441
H 2.40092 -12.87408 32.96619 0.164
H -3.01975 -8.07015 36.97426 0.446
H -7.72189 -12.61932 37.67516 0.324
H -6.79678 -14.62635 36.41478 -0.157
H -3.39352 -6.18154 30.98719 -0.106
H 4.69697 -10.72911 22.67214 0.363
H -1.51191 -16.92928 25.27752 0.422
H -0.57106 -12.83595 33.93466 -0.950
H -6.55716 -13.00420 33.13950 -0.639
H -9.64183 -9.49771 35.74546 0.203
H 2.09855 -11.89745 20.62638 0.308
H -2.62982 -16.62327 28.07167 -0.158
H -9.11846 -12.81921 27.70202 0.173
H -1.92526 -7.29939 26.44362 -0.430
H -1.16842 -8.18841 31.17097 -0.581
H -2.38142 -20.24563 32.23488 0.425
H 4.06294 -9.27412 25.89131 0.308
H 2.03756 -12.78036 28.65189 -0.408
H -5.82792 -13.95416 37.72375 -0.584
H 4.62227 -12.80484 24.94679 -0.208
H -2.17214 -9.34475 26.13199 -0.602
H 2.17518 -14.49370 37.11399 0.372
H -2.52945 -9.79982 21.97717 0.394
H -6.63803 -6.25176 34.04105 0.268
H -2.86058 -11.15746 22.99384 0.185
H 3.68675 -13.01663 34.03150 0.501
H -4.11040 -11.60476 34.40173 -0.898
H 5.71017 -12.26937 27.04804 0.312
H -0.09193 -12.34532 27.33007 -0.358
H -7.44189 -12.02352 31.85808 0.052
H 3.16668 -13.87211 29.45248 0.385
H 1.69003 -16.61663 23.09672 0.337
H -3.53078 -13.43336 39.54788 0.148
H 2.99067 -11.81341 26.77421 -0.468
H -5.57089 -15.58813 41.18080 0.482
H 0.13371 -15.03736 34.86475 -0.209
H 6.60647 -12.03611 29.49073 0.374
H -1.49962 -19.09656 35.35067 0.317
H 1.95257 -12.98880 30.37418 -0.277
H -9.13795 -10.39820 33.61499 -0.365
H -3.67703 -16.88821 37.28886 0.339
H -5.59084 -16.58429 29.42243 0.335
H 0.70020 -17.90824 30.43545 -0.412
H -2.38152 -11.49381 32.29564 -0.491
H 4.17918 -14.25699 32.00645 0.094
H -7.92363 -18.54307 38.73749 0.340
H -0.71805 -10.74210 27.08769 -1.204
H -4.65717 -15.60990 39.70602 0.177
H -4.72089 -18.21377 36.93408 0.616
H 3.91510 -14.33499 25.72191 -0.229
H -0.81488 -11.37179 39.37814 0.377
H -0.36279 -21.13804 26.08530 0.324
H -0.90062 -15.57339 26.30434 -0.232
H -2.98283 -17.60759 26.62981 0.298
H 1.71767 -16.42867 30.25999 0.139
H -5.69153 -8.43484 33.31137 0.039
H -6.58824 -8.97121 35.82437 0.283
H -5.60237 -16.27260 31.76606 0.426
H 0.28778 -6.80758 28.21755 0.490
H -4.18402 -14.27797 27.25385 -1.663
H 0.21467 -16.73795 25.52607 0.057
H -3.34931 -6.08862 29.34873 0.049
H 4.40803 -10.82657 25.22335 0.039
H 2.72028 -12.47789 35.80846 0.417
H 1.84164 -14.89526 25.24366 -0.222
H -2.31220 -14.40203 35.79654 -0.665
H -0.86284 -3.18546 29.87110 0.334
H -1.24477 -9.13407 35.71939 0.333
H -1.28808 -10.84934 35.62869 -0.206
H 2.47375 -20.19337 25.95886 0.354
H 2.75739 -10.33259 27.60948 0.384
H 6.32522 -15.26817 23.33830 0.363
H 2.78110 -15.22422 32.24718 -0.236
H 0.43134 -13.93720 24.75304 -0.861
H -3.59375 -7.26703 25.73623 0.157
H -5.46293 -18.69279 34.66406 0.426
H -3.61338 -10.06058 25.27887 0.454
H -1.36078 -6.79665 28.76637 -0.555
H -7.76940 -15.64627 39.94840 0.331
H 0.97398 -12.22454 35.51759 0.044
H -6.53496 -9.89692 32.84296 -0.534
H 4.51109 -13.47530 27.74309 -0.482
H -1.09498 -11.09666 37.65706 0.072
H -4.27283 -15.43905 32.44983 -0.689
H -1.16064 -6.63529 34.41114 0.305
H -2.17979 -10.04503 34.41336 -0.413
H -0.89412 -12.70333 38.41090 0.360
H -4.07440 -11.48681 31.77228 0.009
H -5.51485 -14.21519 40.15709 0.132
H -2.59273 -3.03283 29.57111 0.399
H -2.40408 -4.87761 23.63035 0.312
H 2.17995 -10.51271 21.83831 0.463
H -5.67252 -19.00008 32.86892 0.320
H -1.62377 -6.02403 22.54051 0.435
H 5.28362 -12.29887 22.50573 0.487
H 5.45936 -10.15165 26.42753 0.360
H 1.66160 -6.15820 31.65697 0.303
H -3.90423 -14.53007 36.57200 -0.582
H -8.06505 -15.53777 33.36496 -0.079
H 4.16195 -15.33747 33.39984 0.321
H -1.59599 -4.22976 28.56074 0.186
H -1.93811 -10.66204 29.20211 -0.174
H -4.94863 -12.06994 27.21023 -0.365
H -4.41425 -11.95866 39.85878 0.273
H -3.91008 -9.85906 23.07690 0.318
H -5.25961 -9.92109 34.02130 -1.002
H -2.57970 -8.14802 32.27228 0.106
H -9.61531 -14.55571 33.13910 0.289
H 2.69571 -19.61954 27.60171 0.312
H -6.85719 -10.86432 28.44207 -0.177
H -5.77512 -7.05201 35.28400 -0.159
H -4.93485 -16.69582 36.09252 0.105
H -0.31467 -8.23269 29.21020 0.065
H -7.38865 -7.62064 29.67283 0.536
H -2.84946 -6.32635 34.04509 0.052
H -3.84800 -19.53462 32.77711 0.054
H 0.08563 -15.70686 22.88674 0.172
H 0.41956 -14.09920 37.08895 -0.036
H -0.86738 -14.91053 30.85359 -0.448
H -3.11612 -13.59283 31.09767 -0.253
H -10.17033 -7.92001 34.97939 0.431
H 1.25034 -11.95964 22.10245 0.203
H -1.01061 -8.51668 32.87338 0.469
H -6.11887 -10.27017 30.57189 -0.480
H 4.97335 -16.41267 23.71653 0.228
H 2.44262 -18.08757 30.30087 0.386
H 0.48620 -6.42894 24.93715 0.370
H -5.43423 -14.78600 29.02571 -1.048
H 1.47321 -9.88477 24.29712 0.533
H -4.64614 -8.95680 37.09372 0.326
H -0.91868 -18.31413 31.47604 0.536
H -2.07426 -11.05124 25.56387 -0.373
H -3.35321 -6.21172 22.83191 0.265
H 0.39488 -12.97393 32.51155 0.351
H -4.03030 -8.39562 35.56934 -0.180
H -1.77235 -4.97966 33.94598 0.346
H -2.71796 -5.73944 26.07618 0.321
H 2.14308 -6.81676 30.12994 0.445
H 0.99165 -15.32557 33.33097 -0.085
H -7.72673 -7.40844 36.71812 0.253
H -3.85313 -12.72865 29.79291 -1.158
H -2.90117 -12.03553 40.53877 0.430
H -0.69703 -13.99050 28.40230 -0.154
H -5.35646 -14.78845 24.83027 0.497
H 4.24074 -11.74522 30.45220 0.450
H -0.15022 -18.77585 33.04952 0.240
H -7.16235 -9.23155 27.94821 0.286
H -2.58426 -19.34195 36.74357 0.405
H -6.69193 -17.88766 33.75256 0.280
H -6.73553 -8.03980 31.32201 0.326
H -8.89979 -16.31647 37.86206 0.459
H 0.98227 -7.31244 26.47713 0.098
H -2.57617 -18.38149 28.25732 0.386
H -9.87819 -9.12678 32.77291 0.220
H -0.77314 -15.92716 29.38566 -0.205
H -5.00896 -11.95016 25.48084 0.161
H -2.51720 -13.94506 37.51152 0.586
H -2.71113 -20.16300 34.04058 0.305
H -8.28523 -16.80128 28.27405 0.352
H -10.86969 -10.09091 33.86952 0.391
H 6.99845 -13.46605 28.55961 0.505
H -3.98282 -15.80161 25.53067 0.002
H -7.92702 -13.51363 39.09200 0.416
H -9.94654 -12.86127 31.35931 0.102
H 1.33816 -7.86244 31.27597 0.284
H -7.88305 -17.42080 29.93556 0.275
H -6.40586 -5.50912 35.69165 0.477
H -0.52608 -17.09022 32.70775 0.104
H 2.43316 -17.21325 26.66854 0.484
H 2.29775 -15.81088 27.81031 -0.293
H -4.74032 -13.26044 34.87838 -0.341
H 2.99581 -10.69462 29.85183 0.321
H 1.26611 -15.73904 21.62789 0.370
H -5.82244 -15.43640 33.37239 -0.360
H -6.68872 -17.06479 39.79061 0.455
H -3.17901 -13.07018 34.16432 -0.103
H 0.83809 -10.30891 25.88645 -0.451
H -6.11125 -15.94565 27.87623 0.437
H -8.71328 -6.48576 35.65713 0.542
H -8.90528 -13.88166 37.70897 0.402
H 0.28154 -11.11012 28.45413 0.761
H 2.05218 -13.17734 24.89386 0.408
H -9.08182 -15.78314 31.90882 0.302
H -7.03979 -18.62461 37.13720 0.111
H -0.07066 -10.48982 24.37255 0.197
H 1.81111 -21.11804 27.47238 0.252
H -2.36016 -15.65083 30.25778 0.054
H -7.93414 -16.48520 36.41546 0.060
H -10.44450 -14.05921 27.92408 0.363
H -1.52044 -17.99008 36.78293 0.194
H -6.08094 -13.13813 26.38629 0.405
H -2.39839 -14.19324 28.29710 -1.789
H -1.09438 -19.57723 25.76425 0.183
H -7.46665 -10.31427 35.25572 0.242
H -8.84949 -18.69507 37.34115 0.434
H 0.28370 -20.11691 24.76985 0.262
H -9.24859 -16.36668 29.63241 0.433
H 5.14388 -15.62852 22.15982 0.465
H -2.85951 -10.51673 31.02593 -0.594
H 1.93987 -7.57102 24.96587 0.273
H -11.28662 -13.41980 30.18789 0.268
H -10.42739 -11.96066 29.93944 0.338
H 5.81529 -13.49937 29.86546 0.223
H -8.80934 -14.61992 27.64710 0.224
H 4.74706 -11.50151 21.10708 0.317
H 1.50433 -12.90051 37.80871 0.409
H 3.49342 -17.17332 28.14302 0.393
H -4.16596 -4.71174 30.24696 0.530
```

Its frontier orbital gap is 8.0 eV. Its HOMO energy is -7.898 eV. The calculation puts the LUMO energy at 0.06 eV. As for the charge: 0. The total energy comes out at -216802.22163 eV.